1.
Formula: C22H31BF4IrNPS3Sb
Source: the OMol25 dataset
Level of theory: ωB97M-V with the def2-TZVPD basis set

Each line ends with the natural charge from an NBO analysis.
CARTESIAN COORDINATES (ANGSTROEM)
Ir1 0.9174 -1.3290 0.4603  0.5970
S1 3.9675 -3.2528 2.6607  -0.7426
Sb1 1.8416 -3.9127 2.6108  1.0730
S2 2.2969 -1.6378 -1.1663  -0.3895
S3 0.5983 -1.8503 2.7564  -0.7906
C1 -2.8049 -1.4278 2.2671  -0.6074
C2 -2.5181 -2.0879 0.9166  -0.5747
C3 -3.8377 -2.3506 0.1853  -0.6031
P1 -1.2453 -1.1815 -0.0649  1.3264
C4 -1.6635 -1.5552 -1.8135  -0.5517
C5 -0.9053 -0.6570 -2.7838  -0.6171
C6 -1.4054 -3.0248 -2.1520  -0.6238
C7 -1.4880 0.5856 0.1568  -0.5327
C8 -2.7227 1.2366 0.1797  -0.1153
C9 -2.8327 2.5853 0.4625  -0.0931
C10 -4.1675 3.2815 0.5007  -0.6201
C11 -1.6464 3.2799 0.7351  -0.1713
C12 -0.4138 2.6659 0.6972  -0.2808
C13 -0.3065 1.2955 0.3904  0.2946
N1 0.9143 0.6436 0.3486  -0.5549
C14 2.1127 1.3929 0.1507  0.1047
C15 3.1301 1.4015 1.1146  0.0177
C16 2.9904 0.6906 2.4279  -0.6491
C17 4.3005 2.1116 0.8586  -0.2184
C18 4.4931 2.8271 -0.3111  -0.0141
C19 5.7655 3.5938 -0.5633  -0.6221
C20 3.4671 2.8226 -1.2459  -0.2267
C21 2.2907 2.1140 -1.0453  0.0106
C22 1.2702 2.0846 -2.1474  -0.6418
H1 -3.3953 -2.1152 2.8776  0.2095
H2 -3.3771 -0.5056 2.1403  0.1963
H3 -1.8967 -1.1964 2.8116  0.2444
H4 -2.0367 -3.0559 1.0883  0.2875
H5 -4.3791 -1.4298 -0.0403  0.1890
H6 -4.4737 -2.9515 0.8390  0.2176
H7 -3.7042 -2.9102 -0.7394  0.2186
H8 -2.7312 -1.3288 -1.8860  0.2227
H9 0.1692 -0.7697 -2.6382  0.2347
H10 -1.1751 0.3929 -2.6587  0.2099
H11 -1.1392 -0.9537 -3.8091  0.2089
H12 -0.3410 -3.2422 -2.0947  0.2505
H13 -1.7412 -3.2265 -3.1722  0.2034
H14 -1.9107 -3.7193 -1.4813  0.2304
H15 -3.6244 0.6746 -0.0351  0.1942
H16 -4.9820 2.5741 0.3437  0.2090
H17 -4.2394 4.0523 -0.2702  0.2087
H18 -4.3301 3.7705 1.4640  0.2101
H19 -1.6984 4.3328 0.9939  0.2015
H20 0.4886 3.2245 0.9133  0.2256
H21 2.0054 0.8467 2.8658  0.2261
H22 3.7538 1.0347 3.1268  0.2062
H23 3.1206 -0.3880 2.3243  0.2540
H24 5.0837 2.1002 1.6100  0.1988
H25 6.5226 3.3474 0.1811  0.2108
H26 5.5920 4.6716 -0.5214  0.2097
H27 6.1728 3.3645 -1.5496  0.2130
H28 3.5916 3.3674 -2.1773  0.1945
H29 1.6446 2.6227 -3.0188  0.2061
H30 0.3193 2.5316 -1.8518  0.2185
H31 1.0726 1.0561 -2.4388  0.2362
F1 -1.4701 -5.1981 0.5368  -0.5748
B1 -0.1581 -5.3394 0.0411  1.3567
F2 0.6061 -6.1351 0.8907  -0.5596
F3 -0.1688 -5.8425 -1.2543  -0.5596
F4 0.4310 -4.0022 0.0021  -0.5922

Properties
Highest occupied orbital energy (alpha / beta) ... -4.75 / -4.74 eV
Energy ... -87535.882 eV
2S+1 ... 2
Lowest unoccupied orbital energy (alpha / beta) ... 1.373 / 1.163 eV
Net charge ... -1

2.
Formula: C22H31Br2FN4O7PS
Source: the OMol25 dataset
Level of theory: ωB97M-V with the def2-TZVPD basis set

Each line ends with the natural charge from an NBO analysis.
CARTESIAN COORDINATES (ANGSTROEM)
C1 4.8697 -0.2426 -0.1879  -0.3923
C2 3.5104 0.0806 -0.3625  -0.4024
N1 2.4573 -0.0336 0.7091  -0.5017
S1 3.4621 -0.4124 2.2068  0.2462
C3 1.4835 1.1426 0.9370  0.5644
F1 1.9100 1.7388 2.0974  -0.3514
C4 1.4440 2.0729 -0.2475  -0.5107
C5 0.7234 3.4375 -0.1003  0.1056
O1 0.3961 3.7544 1.2254  -0.7126
C6 -0.4963 3.5407 -1.1036  -0.2390
N2 -1.6183 4.2672 -0.4737  -0.8572
C7 0.1726 0.3927 1.3510  -0.2516
C8 -1.0975 1.2147 1.5909  -0.4839
C9 -1.1221 1.8682 2.9765  -0.1949
C10 -2.2434 2.9202 3.0695  -0.6284
Br1 -1.3893 0.5564 4.4158  -0.0435
C11 0.0275 -0.9609 0.5666  0.0839
C12 -0.6379 -0.6148 -0.7979  -0.4901
C13 -2.0730 -1.0678 -0.9506  0.0495
C14 -2.4747 -2.3964 -0.8365  -0.2072
C15 -3.8059 -2.7738 -0.9480  -0.2137
C16 -4.7824 -1.8057 -1.1843  -0.0147
C17 -6.2507 -2.1950 -1.2687  -0.6272
C18 -4.4050 -0.4781 -1.3438  -0.2222
C19 -3.0638 -0.1255 -1.2267  -0.2184
N3 -0.5199 -2.1099 1.2462  -0.5775
C20 -1.5041 -1.9788 1.9620  0.9066
O2 -2.5207 -1.9049 2.5187  -0.4869
C21 1.6203 -1.2675 0.3461  -0.1269
Br2 2.1130 -2.6272 1.7580  0.1366
P1 2.1477 -2.2086 -1.1642  2.2467
N4 1.0203 -3.2905 -1.3412  -1.4059
O3 3.5874 -2.9009 -1.0232  -0.9334
O4 2.1249 -1.2419 -2.4590  -0.9890
H1 5.3218 -1.1758 -0.5468  0.2808
H2 5.5352 0.4252 0.3698  0.1576
H3 3.1512 0.4522 -1.3134  0.2311
H4 4.2117 0.7318 2.2254  0.1058
H5 0.9387 1.5240 -1.0456  0.2356
H6 2.4452 2.2662 -0.6333  0.2673
H7 1.4227 4.2050 -0.4559  0.1630
H8 0.2825 4.7024 1.3099  0.4817
H9 -0.1854 4.0584 -2.0117  0.1899
H10 -0.8901 2.5460 -1.3142  0.1837
H11 -2.5042 3.8521 -0.7173  0.3698
H12 -1.6104 5.2462 -0.7195  0.3578
H13 0.4322 0.0636 2.3689  0.2513
H14 -1.9826 0.5706 1.5387  0.2344
H15 -1.2656 2.0273 0.8834  0.2409
H16 -0.1876 2.3715 3.1990  0.2343
H17 -1.8165 3.8755 2.7562  0.2218
H18 -3.1050 2.6624 2.4562  0.2087
H19 -2.5131 3.0517 4.1167  0.2209
H20 -0.6453 0.4692 -0.9052  0.1964
H21 -0.0822 -1.0022 -1.6548  0.2747
H22 -1.7280 -3.1633 -0.6591  0.2510
H23 -4.0864 -3.8131 -0.8310  0.2120
H24 -6.4525 -2.9298 -0.4865  0.2158
H25 -6.8411 -1.3173 -0.9969  0.2090
H26 -6.5301 -2.5710 -2.2508  0.2187
H27 -5.1385 0.2909 -1.5561  0.2036
H28 -2.7657 0.9131 -1.3505  0.1875
H29 1.3976 -4.2294 -1.3376  0.3832
H30 3.4819 -3.7466 -0.5678  0.5299
H31 2.3745 -1.8186 -3.1990  0.5246
C22 6.5731 -3.7107 -2.1552  0.9128
O5 6.5314 -2.5081 -1.7451  -0.6989
O6 6.9890 -3.9993 -3.3214  -0.7427
O7 6.1767 -4.6701 -1.4063  -0.7703

Properties
Highest occupied orbital energy ... -1.86 eV
Energy ... -206528.419 eV
Lowest unoccupied orbital energy ... 1.169 eV
Net charge ... -1

3.
Formula: C22H31Br48N4
Source: the OMol25 dataset
Level of theory: ωB97M-V with the def2-TZVPD basis set

Each line ends with the Löwdin charge.
CARTESIAN COORDINATES (ANGSTROEM)
C1 4.6852 -0.0016 0.9219  -0.0152
C2 3.7667 0.9477 0.0686  -0.3996
C3 2.3002 0.5456 0.2720  -0.0787
C4 1.9086 1.0895 1.6663  -0.2974
C5 0.5990 0.4896 2.2237  -0.3110
N1 -0.6142 0.8694 1.5013  0.0418
N2 1.9019 2.5580 1.5283  0.1534
C6 3.0675 3.0571 1.0743  -0.3142
N3 3.3233 4.3489 1.4083  0.1070
N4 4.0398 2.4304 0.2840  -0.0618
H1 4.1089 -0.4984 1.7275  0.0759
H2 5.0353 -0.8240 0.2749  0.0925
H3 5.5682 0.5275 1.3238  0.0863
H4 4.0129 0.7111 -0.9617  0.0437
H5 2.0861 -0.5238 0.1590  0.1451
H6 1.7061 1.1481 -0.4507  0.1363
H7 2.7013 0.8566 2.4120  0.1204
H8 0.4902 0.6838 3.3083  0.0711
H9 0.6901 -0.6146 2.1387  0.0493
H10 -1.2591 1.3766 2.0824  0.0484
H11 -0.4304 1.3390 0.6297  0.0510
H12 1.6237 3.0043 2.4023  0.0135
H13 3.9381 4.5007 2.1875  0.0630
H14 2.8931 5.1304 0.9423  -0.0777
H15 4.9166 2.5632 0.7858  0.1424
C7 2.1262 5.1237 5.1923  -1.5456
Br1 2.1267 6.8922 4.4225  0.6106
Br2 0.8045 3.9797 4.3619  0.5980
Br3 3.9012 4.3523 5.1349  0.5696
H16 1.8519 5.2235 6.2356  -0.0428
C8 2.1519 -0.3046 6.2671  -1.5730
Br4 1.9171 -1.3045 4.6343  0.6345
Br5 3.0948 -1.3099 7.6196  0.6120
Br6 3.0066 1.3931 5.9021  0.5160
H17 1.1628 -0.0996 6.6566  -0.0209
C9 2.2268 -6.7304 1.5192  -1.5568
Br7 1.8884 -5.6107 3.0587  0.4662
Br8 2.4160 -5.6997 -0.1061  0.5662
Br9 3.7331 -7.9001 1.8056  0.5732
H18 1.3557 -7.3615 1.3926  -0.0766
C10 -1.2948 -6.5777 -2.6345  -1.5935
Br10 -0.9440 -7.0716 -0.7977  0.5409
Br11 -1.0214 -4.6931 -2.9637  0.5213
Br12 -0.2958 -7.6860 -3.8649  0.5608
H19 -2.3456 -6.7731 -2.8098  -0.0700
C11 -2.4126 4.6307 0.1228  -1.5912
Br13 -3.1396 3.2335 -0.9990  0.5363
Br14 -2.8453 4.3596 1.9895  0.5621
Br15 -0.5153 4.8847 -0.1598  0.5461
H20 -2.8883 5.5532 -0.1820  -0.0259
C12 5.4048 2.9553 -3.8378  -1.5602
Br16 4.6606 2.7187 -2.0564  0.7993
Br17 5.2823 4.7929 -4.4275  0.5491
Br18 7.2134 2.2843 -3.9448  0.5912
H21 4.8058 2.3636 -4.5184  -0.0258
C13 -5.2629 -4.9959 -2.0490  -1.5718
Br19 -4.7410 -4.6149 -3.8717  0.5725
Br20 -5.3097 -6.8979 -1.7001  0.5887
Br21 -4.1457 -4.0582 -0.7813  0.5783
H22 -6.2705 -4.6238 -1.9221  -0.0238
C14 -4.0669 -0.9579 -3.4851  -1.5938
Br22 -3.9326 0.8529 -2.8129  0.5021
Br23 -5.5321 -1.1513 -4.7296  0.5402
Br24 -2.3962 -1.5781 -4.2282  0.5524
H23 -4.2845 -1.5991 -2.6405  -0.0758
C15 -2.0248 4.3519 7.7850  -1.6118
Br25 -3.1820 3.7685 9.2150  0.6006
Br26 -0.2772 3.5285 7.8987  0.5599
Br27 -2.8340 4.0786 6.0497  0.5472
H24 -1.8823 5.4172 7.9049  -0.0270
C16 3.3659 7.5443 -1.1392  -1.5446
Br28 2.6803 6.0923 -2.2164  0.5401
Br29 3.0076 7.2538 0.7373  0.6637
Br30 5.2376 7.8722 -1.4687  0.5826
H25 2.8299 8.4373 -1.4348  -0.0267
C17 2.3856 -10.9891 3.7122  -1.6323
Br31 1.7400 -12.7389 4.2113  0.5857
Br32 0.9433 -9.8272 3.1573  0.5647
Br33 3.4495 -10.1885 5.1129  0.5633
H26 3.0337 -11.1207 2.8561  -0.0355
C18 -6.5585 3.5664 -5.2655  -1.6106
Br34 -7.3359 2.2214 -6.4112  0.5424
Br35 -7.0561 3.3098 -3.4143  0.5507
Br36 -4.6417 3.6724 -5.4860  0.5518
H27 -6.9657 4.5195 -5.5734  -0.0310
C19 -3.5644 -10.4176 -2.6770  -1.6308
Br37 -4.3449 -11.6952 -3.8978  0.5882
Br38 -4.3494 -10.5144 -0.9171  0.5565
Br39 -1.6404 -10.5522 -2.6199  0.5432
H28 -3.7952 -9.4319 -3.0597  -0.0599
C20 -1.5191 -3.9294 4.1936  -1.5371
Br40 -2.2717 -3.9098 5.9726  0.5666
Br41 -1.5239 -2.1669 3.3953  0.5764
Br42 0.2441 -4.7223 4.1673  0.4176
H29 -2.1565 -4.5550 3.5861  -0.0251
C21 -9.0872 -0.8099 -9.1140  -1.6227
Br43 -8.2672 0.7022 -9.9963  0.5611
Br44 -9.4573 -2.2475 -10.3498  0.5783
Br45 -8.0427 -1.4163 -7.6019  0.5294
H30 -10.0384 -0.4725 -8.7260  -0.0288
C22 4.6575 10.7865 -4.7699  -1.6163
Br46 3.3216 11.5471 -3.5970  0.5641
Br47 6.4500 11.1841 -4.1689  0.5741
Br48 4.3908 8.8887 -5.0159  0.5354
H31 4.5348 11.2535 -5.7375  -0.0287

Properties
Highest occupied orbital energy ... -9.83 eV
Energy ... -3391300.850 eV
Lowest unoccupied orbital energy ... -3.162 eV
Net charge ... +1